Record 1
This record from the OMol25 dataset describes a cluster of 7 separate species, C56H50NO28P in total at a distorted geometry. The level of theory is ωB97M-V/def2-TZVPD.

Last column: Mulliken charge in e.
Element x y z (Å)
1 C -3.5313 1.3846 3.1743  -1.11
2 C -3.6836 0.5703 1.8159  0.53
3 O -2.4076 -0.0624 1.5248  -0.15
4 C -2.4229 -1.3752 1.9781  0.61
5 O -2.5860 -1.6594 3.1386  -0.68
6 C -2.1586 -2.4858 0.9104  -0.36
7 C -2.0594 -1.9578 -0.5742  -0.16
8 C -3.4385 -1.4936 -1.1870  -1.08
9 C -3.5680 0.0391 -1.4862  0.41
10 C -4.9368 0.5864 -1.4382  -0.96
11 C -5.1041 1.9979 -1.6662  0.84
12 C -3.9960 2.9320 -1.9576  -0.01
13 C -2.6410 2.4050 -2.0318  0.81
14 P -1.1850 3.5219 -2.3798  -0.09
15 C -1.2594 4.2505 -4.1083  -0.38
16 C 0.3757 2.4565 -2.3870  0.14
17 C 0.7976 2.0117 -0.9161  -0.60
18 C -2.4823 0.9509 -1.7942  -0.02
19 C -4.3580 4.4409 -2.1319  -0.25
20 O -3.7942 5.1861 -2.8919  -0.48
21 C -5.5285 4.9256 -1.2171  -0.44
22 C -6.5516 4.0666 -0.9510  0.46
23 C -7.6884 4.5704 0.0152  -0.78
24 N -7.0664 4.7195 1.3793  -0.58
25 C -6.5314 2.6334 -1.5764  -0.18
26 O -7.5196 2.0793 -1.9855  -0.55
27 H -4.0942 2.3567 3.1422  0.33
28 H -3.9304 0.7918 4.0375  0.30
29 H -2.4483 1.6061 3.3234  0.18
30 H -3.9513 1.3212 1.0329  -0.35
31 H -4.5072 -0.1849 1.8681  0.38
32 H -2.9229 -3.2999 0.9771  0.33
33 H -1.1684 -2.9525 1.1723  -0.21
34 H -1.2446 -1.1976 -0.6521  -0.01
35 H -1.7130 -2.8343 -1.1951  0.32
36 H -4.2488 -1.7206 -0.4352  0.40
37 H -3.6723 -2.0695 -2.1156  0.50
38 H -5.8341 -0.0245 -1.2098  0.31
39 H -1.5386 5.3307 -4.0001  0.36
40 H -0.2102 4.2043 -4.5211  -0.06
41 H -1.9708 3.7001 -4.7766  0.29
42 H 0.2227 1.5605 -3.0451  0.32
43 H 1.1980 3.0682 -2.8349  -0.18
44 H -0.1000 2.1986 -0.2622  0.26
45 H 0.9566 0.9065 -0.9554  -0.01
46 H 1.6936 2.5760 -0.5713  0.28
47 H -1.4486 0.5438 -1.8263  -0.03
48 H -5.5530 5.9368 -0.7569  0.35
49 H -8.5093 3.8220 0.0941  0.28
50 H -8.0125 5.5909 -0.2913  0.36
51 H -6.2125 4.1506 1.4225  0.21
52 H -6.7049 5.6776 1.4565  0.31
53 C 4.6511 -2.5704 -2.4840  -0.73
54 C 3.7075 -1.7047 -2.8629  0.20
55 C 3.4492 -0.4474 -2.0980  0.84
56 O 2.5833 0.3161 -2.4841  -0.49
57 C 4.2452 -0.1946 -0.9013  -0.95
58 C 5.1873 -1.0617 -0.5175  0.52
59 C 5.4622 -2.3095 -1.2961  0.83
60 O 6.3365 -3.0708 -0.9234  -0.66
61 O 5.9239 -0.8524 0.5863  -0.60
62 O 2.9425 -1.9254 -3.9476  -0.60
63 H 4.8463 -3.4852 -3.0277  0.51
64 H 4.0346 0.7097 -0.3472  0.47
65 H 6.5273 -1.6176 0.6478  0.34
66 H 2.3422 -1.1570 -4.0047  0.31
67 C 2.6495 -6.9902 1.7823  -0.79
68 C 3.1994 -5.8697 1.3015  0.15
69 C 2.6789 -4.5242 1.6857  0.95
70 O 3.2038 -3.5215 1.2459  -0.52
71 C 1.5321 -4.4583 2.5805  -0.37
72 C 0.9775 -5.5750 3.0597  -0.16
73 C 1.5124 -6.9240 2.7004  0.78
74 O 0.9899 -7.9174 3.1724  -0.64
75 O -0.0843 -5.5391 3.8862  -0.58
76 O 4.2433 -5.9092 0.4521  -0.60
77 H 3.0155 -7.9723 1.5154  0.46
78 H 1.1607 -3.4732 2.8325  0.79
79 H -0.2900 -6.4722 4.0881  0.33
80 H 4.4572 -4.9769 0.2537  0.21
81 C -0.3016 -8.0076 -2.7430  -0.89
82 C -0.2572 -7.2280 -1.6586  0.20
83 C 0.7224 -6.1051 -1.5440  1.02
84 O 0.7162 -5.4067 -0.5451  -0.33
85 C 1.6585 -5.8941 -2.6446  -1.24
86 C 1.6175 -6.6757 -3.7286  0.50
87 C 0.6198 -7.7821 -3.8561  0.87
88 O 0.6056 -8.4572 -4.8676  -0.61
89 O 2.4696 -6.5031 -4.7532  -0.58
90 O -1.0926 -7.4163 -0.6198  -0.63
91 H -1.0068 -8.8217 -2.8392  0.45
92 H 2.3736 -5.0891 -2.5409  0.63
93 H 2.2339 -7.1887 -5.4079  0.35
94 H -0.8604 -6.7270 0.0312  0.30
95 C 4.0957 4.9298 -7.3004  -0.92
96 C 3.3146 4.4507 -6.3276  0.36
97 C 1.9422 3.9312 -6.6124  0.86
98 O 1.2710 3.4859 -5.6974  -0.57
99 C 1.4591 3.9852 -7.9897  -0.99
100 C 2.2387 4.4676 -8.9629  0.41
101 C 3.6215 4.9621 -8.6831  0.94
102 O 4.3032 5.3759 -9.6017  -0.61
103 O 1.8164 4.5301 -10.2374  -0.56
104 O 3.7271 4.4123 -5.0470  -0.59
105 H 5.0908 5.3064 -7.1078  0.43
106 H 0.4581 3.6225 -8.1793  0.46
107 H 2.5606 4.9127 -10.7411  0.35
108 H 2.9855 4.0237 -4.5447  0.32
109 C 1.4045 -2.6826 6.1178  -0.46
110 C 0.4985 -1.7975 5.6879  -0.11
111 C 0.2695 -0.5041 6.4033  0.98
112 O -0.5522 0.2800 5.9652  -0.62
113 C 1.0490 -0.2411 7.6120  -1.06
114 C 1.9514 -1.1280 8.0421  0.33
115 C 2.1997 -2.4080 7.3120  0.89
116 O 3.0451 -3.1788 7.7305  -0.62
117 O 2.6800 -0.9101 9.1535  -0.59
118 O -0.2460 -2.0286 4.5939  -0.26
119 H 1.5809 -3.6203 5.6083  0.50
120 H 0.8627 0.6883 8.1297  0.46
121 H 3.2549 -1.6938 9.2462  0.35
122 H -0.8219 -1.2435 4.4952  0.15
123 C 2.1884 4.3548 5.8163  -1.12
124 C 2.2495 5.5027 5.1343  0.43
125 C 1.0690 6.0281 4.3810  0.93
126 O 1.1641 7.0875 3.7890  -0.62
127 C -0.1579 5.2335 4.3861  -0.93
128 C -0.2175 4.0833 5.0658  0.43
129 C 0.9528 3.5736 5.8402  0.89
130 O 0.8409 2.5321 6.4565  -0.39
131 O -1.3321 3.3304 5.0850  -0.54
132 O 3.3743 6.2401 5.0937  -0.57
133 H 3.0337 3.9652 6.3669  0.45
134 H -0.9987 5.6148 3.8232  0.46
135 H -1.1181 2.5536 5.6437  0.25
136 H 3.1580 7.0155 4.5408  0.35

Cartesian forces (eV/Å) of the 3 atoms listed first:
C -0.53 -0.39 -0.23
C -0.32 1.71 1.51
O -1.00 -1.39 -0.43

## Properties
* 2S+1: 1
* SMILES: CCOC(=O)CCCc1cc2c(c(P(C)CC)c1)C(=O)C=C(CN)C2=O.O=C1C=C(O)C(=O)C=C1O.O=C1C=C(O)C(=O)C=C1O.O=C1C=C(O)C(=O)C=C1O.O=C1C=C(O)C(=O)C=C1O.O=C1C=C(O)C(=O)C=C1O.O=C1C=C(O)C(=O)C=C1O

=====

Record 2
This record from the OMol25 dataset describes a structure of composition C12H15CdN2O3S4Si at a distorted geometry. The level of theory is ωB97M-V/def2-TZVPD.

Last column: Mulliken charge in e.
Element x y z (Å)
1 Cd -1.9918 -0.3627 0.4368  1.54
2 O -5.2545 -6.1261 1.2267  -0.58
3 C -4.7678 -5.0276 1.2419  0.51
4 S -3.2963 -4.6099 2.1128  -0.20
5 C -3.2200 -2.9029 1.6612  0.22
6 C -4.2269 -2.4424 0.8785  0.03
7 S -4.4605 -0.8408 0.2670  -0.52
8 S -5.4510 -3.6315 0.4142  -0.19
9 S -1.8562 -2.0299 2.2686  -0.64
10 N 4.6958 1.9305 2.7573  -0.29
11 C 3.6324 2.7611 2.6474  0.23
12 O 3.7172 3.9363 2.9467  -0.64
13 C 2.3583 2.1492 2.1587  1.07
14 C 1.2452 2.9865 2.0725  -0.33
15 C 0.0315 2.4606 1.6680  -0.61
16 N -0.1344 1.1800 1.3525  -0.10
17 C 0.9272 0.3839 1.4005  -0.56
18 C 2.1837 0.8139 1.7945  -0.74
19 H 5.5624 2.3084 3.1019  0.23
20 H 4.6535 0.9594 2.5137  0.15
21 H 1.3562 4.0277 2.3324  0.47
22 H -0.8458 3.0901 1.5989  0.42
23 H 0.7585 -0.6446 1.1015  0.44
24 H 2.9920 0.0964 1.8081  0.19
25 C 0.6873 1.4430 -2.2131  -0.99
26 Si -0.1553 -0.2702 -2.4876  0.39
27 C -1.4295 0.0584 -3.8870  -1.06
28 C 1.1949 -1.4584 -3.1571  -1.08
29 O -0.7783 -0.8907 -1.1842  -1.07
30 H 1.1452 1.8156 -3.1253  0.39
31 H 1.4639 1.3946 -1.4528  0.23
32 H -0.0444 2.1804 -1.8879  0.24
33 H -0.9555 0.3814 -4.8094  0.32
34 H -2.1313 0.8336 -3.5901  0.27
35 H -2.0101 -0.8315 -4.1092  0.30
36 H 1.6375 -1.0992 -4.0794  0.34
37 H 0.7748 -2.4404 -3.3482  0.30
38 H 1.9922 -1.5821 -2.4307  0.27

Cartesian forces (eV/Å) of the 3 atoms listed first:
Cd -0.29 -0.29 -0.08
O -0.27 -0.59 -0.03
C 0.21 0.58 0.10

## Properties
* 2S+1: 1
* charge: -1

=====

Record 3
This record from the OMol25 dataset describes a cluster of 2 separate species, C4H12N2 in total at a distorted geometry. The level of theory is ωB97M-V/def2-TZVPD.

Last column: Mulliken charge in e.
Element x y z (Å)
1 C -0.3344 0.9482 -2.9550  -0.75
2 C 0.3819 0.0138 -2.3149  -0.09
3 N 1.1047 0.2980 -1.0831  -0.59
4 H -0.9613 0.5143 -3.7353  0.27
5 H -0.0186 1.9845 -2.8928  0.26
6 H 0.3028 -1.0680 -2.3673  0.37
7 H 1.4535 1.2370 -1.2590  0.24
8 H 0.4783 0.2737 -0.2712  0.39
9 C -1.4599 -0.1435 1.3665  -0.82
10 N -0.0481 0.1497 1.6520  -0.31
11 C 0.8642 -0.9090 1.9433  -0.88
12 H -2.2290 -0.1776 2.1762  0.27
13 H -1.4697 -1.1327 0.9144  0.28
14 H -1.7283 0.6221 0.6429  0.29
15 H 0.1267 1.0961 1.9240  0.19
16 H 1.2698 -1.4783 1.0991  0.27
17 H 1.7100 -0.5146 2.5127  0.31
18 H 0.5573 -1.7136 2.6475  0.29

Cartesian forces (eV/Å) of the 3 atoms listed first:
C 1.16 -1.91 -1.04
C -0.86 0.22 2.84
N 0.72 0.42 -1.87

## Properties
* 2S+1: 1
* SMILES: C=CN.CNC
* ΔE to the lowest compared entry with this formula, charge and spin: 2.402 eV

=====

Record 4
This record from the OMol25 dataset describes an isolated molecule of C3H8N2O2. The level of theory is ωB97M-V/def2-TZVPD.

Last column: Mulliken charge in e.
Element x y z (Å)
1 N -0.6456 2.3324 0.1163  -0.49
2 C -0.0483 1.2231 -0.4679  0.48
3 O -0.1680 0.9716 -1.6525  -0.55
4 N 0.6186 0.4063 0.4230  -0.25
5 C 0.8336 -0.9924 0.0871  -0.52
6 C -0.4289 -1.8516 0.2506  -0.39
7 O -1.5681 -1.3467 -0.3977  -0.48
8 H -0.9778 2.9920 -0.5719  0.25
9 H -0.2050 2.7543 0.9208  0.21
10 H 0.5346 0.6268 1.4044  0.23
11 H 1.6163 -1.3838 0.7476  0.34
12 H 1.1980 -1.0340 -0.9411  0.28
13 H -0.6259 -2.0132 1.3248  0.27
14 H -0.2419 -2.8325 -0.1980  0.30
15 H -1.6788 -0.4185 -0.1561  0.32

Cartesian forces (eV/Å) of the 3 atoms listed first:
N 0.07 0.16 -0.10
C 0.04 -0.05 -0.10
O 0.10 0.13 0.36

## Properties
* 2S+1: 1
* SMILES: NC(=O)NCCO
* ΔE to the lowest compared entry with this formula, charge and spin: 0.499 eV

=====

Number 1: frontier orbital gap 5.90 eV, total energy -126986.0405 eV. Number 2: frontier orbital gap 5.33 eV, total energy -77599.3181 eV. Number 3: frontier orbital gap 9.39 eV, total energy -7320.6269 eV. Number 4: frontier orbital gap 10.26 eV, total energy -10316.4537 eV.